No. 1
{"formula": "C31H26BCrN10O2", "method": "the ωB97M-V functional and the def2-TZVPD basis", "s_squared": 6.03, "e_tot_ev": -80659.383, "total_charge": 1, "homo_ha": [-0.3710, -0.3914], "lumo_energy_ha": [-0.129, -0.137], "relative_energy_kcal_mol": 19.84, "max_force_ha_per_bohr": 0.0474, "mol_weight_g_mol": 633.4, "gap_ha": [0.2416, 0.2541], "spin_multiplicity": 5, "elements": ["Cr", "C", "C", "N", "C", "C", "N", "C", "C", "C", "C", "C", "N", "C", "C", "N", "C", "C", "N", "C", "C", "C", "N", "C", "C", "H", "H", "H", "H", "H", "H", "H", "H", "H", "H", "H", "H", "O", "B", "O", "C", "C", "C", "C", "C", "C", "H", "H", "H", "H", "N", "C", "C", "C", "N", "H", "H", "H", "H", "C", "N", "C", "C", "N", "C", "H", "H", "H", "H", "H", "H"], "positions_angstrom": [[0.31212, 0.80128, 0.61912], [4.52216, -0.30678, 1.76868], [3.22447, 0.15577, 1.82620], [2.38155, 0.00582, 0.78896], [2.83252, -0.68268, -0.24746], [4.16093, -1.14511, -0.28153], [4.99728, -0.90856, 0.69212], [1.84497, -0.90644, -1.34972], [1.98032, -1.88051, -2.32750], [0.88694, -2.18365, -3.14772], [-0.32434, -1.46127, -2.95526], [-0.31490, -0.43876, -2.02577], [0.73158, -0.18964, -1.22114], [-1.46769, 0.48127, -1.81351], [-2.39246, 0.78727, -2.77376], [-3.31851, 1.71148, -2.58992], [-3.37895, 2.26969, -1.38474], [-2.48033, 1.95956, -0.38009], [-1.49622, 1.08184, -0.61788], [0.94410, -3.18336, -4.19682], [0.52889, -2.93314, -5.49013], [0.55442, -3.91625, -6.46881], [1.09182, -5.11241, -6.24179], [1.53908, -5.35209, -5.01627], [1.48460, -4.44798, -3.97550], [5.24359, -0.18042, 2.57012], [2.88341, 0.74241, 2.66019], [4.58594, -1.58977, -1.17212], [2.86716, -2.41836, -2.46192], [-1.23509, -1.72361, -3.47178], [-2.35239, 0.26784, -3.75299], [-4.12802, 3.02358, -1.20847], [-2.50938, 2.52302, 0.57466], [0.02774, -1.98654, -5.75091], [0.13429, -3.69564, -7.40238], [1.99815, -6.29949, -4.86857], [1.85075, -4.72273, -3.01498], [-1.98130, -0.19133, 2.64290], [-0.99110, 0.81642, 2.41788], [-1.27003, 1.90914, 3.25424], [-2.43938, 1.62054, 3.87702], [-3.12050, 2.42554, 4.74562], [-4.35544, 1.94398, 5.12950], [-4.83740, 0.68442, 4.76685], [-4.08747, -0.14229, 3.94183], [-2.90173, 0.37029, 3.52130], [-2.72034, 3.36368, 5.11319], [-4.96057, 2.52688, 5.79570], [-5.85568, 0.37500, 5.05207], [-4.42718, -1.10586, 3.64402], [-0.61106, -2.56793, 2.17318], [-0.38713, -3.53783, 3.08603], [0.56596, -4.31425, 2.56319], [0.89383, -3.74658, 1.31269], [0.12272, -2.68557, 1.08110], [-1.23014, -1.76124, 2.28674], [-0.82106, -3.55947, 4.08856], [0.99843, -5.18135, 3.03868], [1.63087, -4.05793, 0.60248], [1.65205, 6.17078, -0.79052], [1.14904, 5.08293, -0.01725], [0.95764, 4.98825, 1.33596], [0.74900, 3.66784, 1.57675], [0.80213, 2.93948, 0.42290], [1.09581, 3.82959, -0.51705], [2.35062, 6.74471, -0.15502], [0.86304, 6.84733, -1.09446], [2.17102, 5.82157, -1.66086], [0.97298, 5.83909, 1.94996], [0.53875, 3.10969, 2.47416], [1.27313, 3.62886, -1.54994]], "lowdin_charge": [0.702, -0.086, -0.051, 0.061, -0.172, -0.049, 0.106, -0.176, 0.081, -0.110, 0.086, -0.170, 0.075, -0.177, -0.059, 0.117, -0.080, -0.052, 0.062, -0.195, -0.013, -0.111, 0.084, -0.123, 0.001, 0.123, 0.121, 0.124, 0.110, 0.132, 0.137, 0.118, 0.142, 0.125, 0.097, 0.105, 0.109, 0.036, -0.466, 0.088, -0.240, 0.012, -0.084, -0.072, 0.004, -0.201, 0.127, 0.101, 0.116, 0.117, -0.024, -0.110, -0.099, -0.161, 0.027, 0.100, 0.129, 0.098, 0.086, -0.013, -0.125, -0.020, -0.121, -0.013, -0.126, 0.112, 0.097, 0.089, 0.117, 0.091, 0.136]}

---

No. 2
{"formula": "C2H2O2", "method": "the ωB97M-V functional and the def2-TZVPD basis", "e_tot_ev": -6199.352, "total_charge": 0, "homo_ha": -0.3613, "lumo_energy_ha": -0.001, "relative_energy_kcal_mol": 16.21, "max_force_ha_per_bohr": 0.0946, "mol_weight_g_mol": 58.0, "gap_ha": 0.3606, "spin_multiplicity": 1, "elements": ["C", "C", "O", "O", "H", "H"], "positions_angstrom": [[0.77173, -0.00801, -0.22327], [-0.71548, -0.09784, 0.19120], [1.68477, -0.57295, 0.23781], [-1.75258, -0.54804, -0.18309], [0.75741, 0.70534, -1.13782], [-0.74586, 0.52149, 1.11517]], "lowdin_charge": [-0.243, -0.222, 0.111, 0.087, 0.145, 0.121]}

---

No. 3
{"formula": "C7H10AsN5O8PdS", "method": "the ωB97M-V functional and the def2-TZVPD basis", "s_squared": 2.00, "e_tot_ev": -106399.680, "total_charge": 0, "homo_ha": [-0.3519, -0.3600], "lumo_energy_ha": [-0.020, -0.082], "max_force_ha_per_bohr": 0.0148, "mol_weight_g_mol": 505.6, "gap_ha": [0.3315, 0.2780], "spin_multiplicity": 3, "elements": ["Pd", "O", "As", "O", "O", "C", "C", "C", "C", "C", "C", "S", "O", "O", "O", "H", "H", "H", "H", "H", "N", "N", "C", "N", "N", "N", "O", "O", "H", "H", "H", "H", "H"], "positions_angstrom": [[0.59545, 0.78917, -0.20983], [3.19329, -0.69659, 1.38808], [2.80913, -1.11966, -0.26284], [3.94938, -1.99403, -1.00977], [2.39055, 0.35504, -1.02176], [1.11016, -2.11311, -0.10997], [1.08995, -3.07588, -1.12346], [0.00060, -3.90797, -1.31481], [-1.10652, -3.78415, -0.49334], [-1.11168, -2.83606, 0.51425], [-0.02023, -1.99306, 0.72025], [-0.21157, -0.93523, 2.18671], [-1.65547, -0.75770, 2.29702], [0.45654, -1.58810, 3.26592], [0.40110, 0.38758, 1.83712], [4.14755, -0.73769, 1.52958], [1.96817, -3.18025, -1.75093], [0.02800, -4.65293, -2.09884], [-1.96549, -4.42934, -0.62211], [-1.96335, -2.74107, 1.17248], [-1.62922, 0.87023, -0.07291], [-2.11884, 2.16526, -0.28943], [-1.26764, 3.20355, -0.45049], [-1.80739, 4.42020, -0.44799], [0.01409, 2.89943, -0.62286], [0.95253, 3.92373, -0.71285], [0.58296, 5.07774, -0.91362], [2.09168, 3.57033, -0.60805], [-2.03772, 0.24264, -0.75765], [-1.84854, 0.51837, 0.87273], [-3.06196, 2.36442, 0.00476], [-2.78493, 4.55459, -0.26459], [-1.19061, 5.20054, -0.63080]], "lowdin_charge": [1.087, -0.236, 0.846, -0.438, -0.563, -0.244, -0.095, -0.061, -0.063, -0.073, -0.277, 0.479, -0.351, -0.255, -0.445, 0.058, 0.098, 0.110, 0.110, 0.110, -0.005, 0.018, -0.385, 0.206, 0.064, -0.414, 0.039, 0.114, 0.121, 0.071, 0.159, 0.125, 0.093]}

---

No. 4
{"formula": "C26H38LiO3SSi", "method": "the ωB97M-V functional and the def2-TZVPD basis", "e_tot_ev": -52646.409, "total_charge": -1, "homo_ha": -0.1525, "lumo_energy_ha": 0.097, "max_force_ha_per_bohr": 0.0190, "mol_weight_g_mol": 465.7, "gap_ha": 0.2497, "spin_multiplicity": 1, "elements": ["Li", "C", "C", "C", "C", "O", "Si", "S", "O", "C", "C", "C", "C", "O", "C", "C", "C", "C", "H", "H", "H", "H", "H", "H", "H", "H", "H", "H", "H", "H", "H", "H", "H", "H", "H", "H", "H", "H", "H", "H", "H", "H", "H", "H", "H", "C", "C", "C", "C", "C", "C", "C", "C", "C", "C", "C", "C", "C", "C", "H", "H", "H", "H", "H", "H", "H", "H", "H", "H", "H"], "positions_angstrom": [[-0.34531, 0.55467, -1.68007], [-2.98901, 1.39997, 3.15283], [-1.59741, 1.98857, 3.40513], [-1.12241, 1.63137, 4.81553], [-1.65491, 3.51447, 3.26443], [-0.70441, 1.51567, 2.43083], [-0.05861, 0.01397, 2.26533], [0.12659, -0.46243, 0.28143], [-1.03301, -1.01683, 3.08873], [-0.87011, -2.38903, 3.34083], [-0.25591, -2.55313, 4.73773], [-2.27311, -3.00393, 3.28643], [0.03559, -3.07963, 2.32343], [1.33569, -0.09873, 3.13363], [2.58429, 0.50877, 2.95633], [3.19909, 0.11497, 1.61263], [3.45129, -0.02713, 4.10373], [2.45749, 2.03317, 3.01693], [-3.69081, 1.73477, 3.91493], [-2.92231, 0.31697, 3.17033], [-3.34171, 1.70897, 2.17093], [-1.84631, 1.97177, 5.55373], [-0.16231, 2.10447, 5.01053], [-1.00741, 0.55587, 4.89693], [-2.36561, 3.92717, 3.97823], [-1.95021, 3.78197, 2.25453], [-0.67331, 3.94327, 3.44443], [-0.95031, -2.22353, 5.50963], [0.64289, -1.94343, 4.78673], [0.00329, -3.59513, 4.91113], [-2.91361, -2.53763, 4.03193], [-2.23441, -4.07503, 3.46763], [-2.70011, -2.81983, 2.30453], [1.04479, -2.69053, 2.41483], [-0.30821, -2.87493, 1.31433], [0.04599, -4.15353, 2.49533], [3.30049, -0.96493, 1.54793], [4.17259, 0.58267, 1.48423], [2.53459, 0.42207, 0.81023], [3.52089, -1.11013, 4.01253], [2.98199, 0.20207, 5.05863], [4.44919, 0.40427, 4.08273], [1.68729, 2.34157, 2.31563], [3.40239, 2.49867, 2.74913], [2.17199, 2.36407, 4.01263], [2.67829, -0.13783, -7.99227], [3.35699, 0.71007, -7.13247], [2.78229, 1.09297, -5.93667], [1.50959, 0.64477, -5.55577], [0.84869, -0.21913, -6.43337], [1.42039, -0.59403, -7.63297], [0.98039, 1.06497, -4.26127], [-0.20701, 0.82277, -3.67997], [-1.31831, 0.14207, -4.28027], [-2.12861, 0.76287, -5.24787], [-3.30481, 0.18727, -5.67257], [-3.71231, -1.03843, -5.16697], [-2.91121, -1.68513, -4.23277], [-1.74161, -1.10673, -3.79297], [3.13549, -0.45313, -8.92207], [4.34649, 1.06327, -7.39987], [3.33009, 1.74407, -5.26517], [-0.11581, -0.60663, -6.14957], [0.89029, -1.26323, -8.29817], [1.69389, 1.67447, -3.71327], [-1.81571, 1.71967, -5.64147], [-3.91671, 0.69437, -6.40997], [-4.63621, -1.48063, -5.51287], [-3.22381, -2.65223, -3.85427], [-1.11801, -1.60353, -3.05527]], "lowdin_charge": [0.467, -0.023, -0.656, -0.024, -0.032, -0.154, -0.187, 0.241, -0.169, -0.655, -0.025, -0.028, -0.074, -0.148, -0.666, -0.063, -0.032, -0.025, 0.081, 0.069, 0.089, 0.083, 0.078, 0.069, 0.080, 0.083, 0.078, 0.080, 0.074, 0.080, 0.079, 0.078, 0.088, 0.072, 0.029, 0.083, 0.084, 0.081, 0.018, 0.081, 0.080, 0.079, 0.078, 0.081, 0.078, -0.124, -0.114, -0.059, -0.217, -0.026, -0.099, -0.154, -0.162, -0.345, -0.074, -0.116, -0.132, -0.110, -0.074, 0.088, 0.092, 0.102, 0.098, 0.095, 0.069, 0.111, 0.093, 0.083, 0.095, 0.103]}